i:
C3H10NO | ωB97M-V/def2-TZVPD

## Properties
- highest occupied orbital energy (eV) = -13.356
- total charge = +1

Bonds (Å) are listed after each position.
CARTESIAN COORDINATES (ANGSTROEM)
1 C 1.420 0.638 -2.165  N2 1.486, H3 1.078, H4 1.084, H5 1.090
2 N 0.142 0.136 -1.597  C1 1.486, H6 1.019, H7 1.011, H8 1.024
3 H 1.987 1.198 -1.439  C1 1.078
4 H 2.082 -0.107 -2.590  C1 1.084
5 H 1.242 1.354 -2.969  C1 1.090
6 H 0.297 -0.842 -1.359  N2 1.019
7 H -0.590 0.154 -2.293  N2 1.011
8 H -0.216 0.652 -0.788  N2 1.024
9 C 0.460 0.264 1.790  C10 1.321, H12 1.070, H13 1.090
10 C -0.565 -0.569 1.813  C9 1.321, O11 1.392, H14 1.081
11 O -1.470 -0.549 0.755  C10 1.392, H15 0.966
12 H 1.324 0.216 2.419  C9 1.070
13 H 0.412 1.207 1.246  C9 1.090
14 H -0.707 -1.416 2.470  C10 1.081
15 H -2.329 -0.828 1.099  O11 0.966


ii:
C3H10NO | ωB97M-V/def2-TZVPD

## Properties
- highest occupied orbital energy (eV) = -15.072
- total charge = +1

Bonds (Å) are listed after each position.
CARTESIAN COORDINATES (ANGSTROEM)
1 C 1.738 1.470 -1.405  O2 1.490, H3 1.111, H4 1.106, H5 1.127
2 O 1.571 0.588 -0.216  C1 1.490, H6 0.992
3 H 1.366 0.924 -2.298  C1 1.111
4 H 2.829 1.637 -1.476  C1 1.106
5 H 1.083 2.372 -1.237  C1 1.127
6 H 1.894 0.993 0.630  O2 0.992
7 C -0.793 -1.946 0.711  N9 1.549, H10 1.091, H11 1.083, H12 1.039
8 C -1.954 0.262 0.795  N9 1.322, H13 1.064, H14 0.999
9 N -0.813 -0.398 0.697  C7 1.549, C8 1.322, H15 1.098
10 H -0.725 -2.276 -0.327  C7 1.091
11 H 0.179 -2.190 1.122  C7 1.083
12 H -1.564 -2.387 1.250  C7 1.039
13 H -2.603 -0.087 1.563  C8 1.064
14 H -2.169 0.917 0.071  C8 0.999
15 H -0.039 0.124 0.119  N9 1.098


Which of them is the most stable, and which is the least stable? i and ii, in that order.


i:
C3H10NO | ωB97M-V/def2-TZVPD

## Properties
- highest occupied orbital energy (eV) = -14.871
- total charge = +1

Bonds (Å) are listed after each position.
CARTESIAN COORDINATES (ANGSTROEM)
1 C 0.522 2.214 0.322  N2 1.287, H3 1.134, H4 1.134
2 N 0.321 1.625 1.448  C1 1.287, H5 1.067, H6 0.981
3 H 0.496 3.320 0.072  C1 1.134
4 H 0.200 1.525 -0.519  C1 1.134
5 H 0.190 0.566 1.441  N2 1.067
6 H 0.464 2.075 2.308  N2 0.981
7 C -0.514 -0.892 -1.021  O8 1.458, C9 1.539, H10 1.225, H11 1.033
8 O -0.817 -0.572 0.369  C7 1.458, H12 0.952
9 C 0.482 -2.059 -1.138  C7 1.539, H13 1.128, H14 1.061, H15 1.145
10 H -1.545 -1.214 -1.598  C7 1.225
11 H 0.162 -0.124 -1.161  C7 1.033
12 H -1.099 -1.363 0.816  O8 0.952
13 H 0.977 -2.437 -0.199  C9 1.128
14 H 0.009 -2.887 -1.603  C9 1.061
15 H 1.495 -1.838 -1.625  C9 1.145


ii:
C3H10NO | ωB97M-V/def2-TZVPD

## Properties
- highest occupied orbital energy (eV) = -16.087
- total charge = +1

Bonds (Å) are listed after each position.
CARTESIAN COORDINATES (ANGSTROEM)
1 C -1.204 0.924 -1.466  C2 1.523, H5 1.095, H6 1.120, H7 1.108
2 C 0.070 0.983 -0.634  C1 1.523, N4 1.434, H8 1.109, H9 1.105
3 C 0.746 -1.345 -0.742  N4 1.263, H10 1.128, H11 1.095
4 N 0.637 -0.239 -0.143  C2 1.434, C3 1.263, H12 1.028
5 H -1.066 0.533 -2.479  C1 1.095
6 H -2.154 0.510 -1.041  C1 1.120
7 H -1.624 1.905 -1.766  C1 1.108
8 H 0.727 1.538 -1.334  C2 1.109
9 H -0.209 1.666 0.189  C2 1.105
10 H 0.883 -2.334 -0.218  C3 1.128
11 H 0.408 -1.595 -1.754  C3 1.095
12 H 1.091 -0.090 0.767  N4 1.028
13 H 0.195 0.243 3.190  O15 0.963
14 H -0.827 -0.793 2.702  O15 0.962
15 O 0.026 -0.401 2.494  H13 0.963, H14 0.962


Which of them is the most stable, and which is the least stable? ii and i, in that order.


i:
C3H10NO | ωB97M-V/def2-TZVPD

## Properties
- highest occupied orbital energy (eV) = -16.325
- total charge = +1

Bonds (Å) are listed after each position.
CARTESIAN COORDINATES (ANGSTROEM)
1 C -0.517 -1.903 -1.433  C2 1.531, H5 1.090, H6 1.091, H7 1.091
2 C 0.044 -1.292 -0.145  C1 1.531, N4 1.486, H8 1.095, H9 1.088
3 C -0.087 0.944 -1.100  N4 1.270, H10 1.085, H11 1.083
4 N -0.104 0.185 -0.083  C2 1.486, C3 1.270, H12 1.034
5 H 0.133 -1.689 -2.281  C1 1.090
6 H -1.523 -1.571 -1.691  C1 1.091
7 H -0.505 -2.984 -1.287  C1 1.091
8 H 1.095 -1.582 -0.043  C2 1.095
9 H -0.405 -1.660 0.775  C2 1.088
10 H -0.030 0.461 -2.071  C3 1.085
11 H 0.188 1.991 -1.054  C3 1.083
12 H -0.042 0.619 0.854  N4 1.034
13 H 1.344 2.199 2.107  O15 0.969
14 H 0.522 1.375 3.081  O15 0.967
15 O 0.455 1.832 2.232  H13 0.969, H14 0.967


ii:
C3H10NO | ωB97M-V/def2-TZVPD

## Properties
- highest occupied orbital energy (eV) = -11.892
- total charge = +1

Bonds (Å) are listed after each position.
CARTESIAN COORDINATES (ANGSTROEM)
1 C 0.415 0.433 -0.519  O2 1.448, C3 1.471, H6 1.083, H7 1.098
2 O -0.508 0.517 0.594  C1 1.448, H8 0.975
3 C 1.782 0.268 -0.005  C1 1.471, C4 1.410, H9 1.091
4 C 2.387 -0.999 0.123  C3 1.410, H10 1.106, H11 1.093, H12 1.113
5 N -3.335 -0.137 -0.219  H13 1.003, H14 1.000, H15 1.001
6 H 0.233 1.269 -1.183  C1 1.083
7 H 0.148 -0.508 -1.017  C1 1.098
8 H -0.078 0.139 1.384  O2 0.975
9 H 2.399 1.168 0.016  C3 1.091
10 H 3.090 -1.063 0.973  C4 1.106
11 H 1.668 -1.822 0.123  C4 1.093
12 H 3.110 -1.018 -0.724  C4 1.113
13 H -3.439 0.386 -1.068  N5 1.003
14 H -2.593 0.065 0.420  N5 1.000
15 H -4.014 -0.792 0.113  N5 1.001


Which of them is the most stable, and which is the least stable? i and ii, in that order.


i:
C3H10NO | ωB97M-V/def2-TZVPD

## Properties
- highest occupied orbital energy (eV) = -13.353
- total charge = +1

Bonds (Å) are listed after each position.
CARTESIAN COORDINATES (ANGSTROEM)
1 C 0.825 -1.832 0.886  C2 1.353, H5 1.086, H6 1.073
2 C 0.716 -0.515 0.599  C1 1.353, O3 1.424, C4 1.546
3 O -0.237 0.287 1.290  C2 1.424, H7 0.974
4 C 1.359 0.224 -0.596  C2 1.546, H8 1.107, H9 1.087, H10 1.108
5 H 1.444 -2.417 0.212  C1 1.086
6 H 0.408 -2.431 1.674  C1 1.073
7 H -0.633 -0.361 1.900  O3 0.974
8 H 2.437 -0.006 -0.696  C4 1.107
9 H 0.884 -0.082 -1.524  C4 1.087
10 H 1.279 1.302 -0.352  C4 1.108
11 N -1.703 1.164 -0.673  H12 1.101, H13 1.033, H14 1.004, H15 1.044
12 H -1.136 0.834 0.211  N11 1.101
13 H -1.056 1.441 -1.429  N11 1.033
14 H -2.267 0.404 -1.008  N11 1.004
15 H -2.321 1.987 -0.495  N11 1.044


ii:
C3H10NO | ωB97M-V/def2-TZVPD

## Properties
- highest occupied orbital energy (eV) = -14.499
- total charge = +1

Bonds (Å) are listed after each position.
CARTESIAN COORDINATES (ANGSTROEM)
1 C -0.894 1.064 0.565  C2 1.450, H5 1.090, H6 1.060, H7 1.146
2 C 0.532 0.855 0.407  C1 1.450, C3 1.355, N4 1.765
3 C 1.644 1.542 0.766  C2 1.355, H8 1.084, H9 1.053
4 N 0.768 -0.732 -0.328  C2 1.765, H10 1.029, H11 0.936, H12 1.006
5 H -1.159 2.095 0.328  C1 1.090
6 H -1.435 0.353 -0.005  C1 1.060
7 H -1.393 1.169 1.592  C1 1.146
8 H 2.721 1.423 0.735  C3 1.084
9 H 1.158 2.432 1.050  C3 1.053
10 H 1.298 -1.278 0.365  N4 1.029
11 H 1.209 -0.828 -1.148  N4 0.936
12 H -0.075 -1.277 -0.391  N4 1.006
13 H -2.350 -1.709 -0.797  O15 0.959
14 H -1.423 -2.847 -1.247  O15 0.965
15 O -1.452 -1.897 -1.077  H13 0.959, H14 0.965


Which of them is the most stable, and which is the least stable? i and ii, in that order.